Record 1
Below is CH5N3O4S in the gas phase in a non-equilibrium geometry, with properties calculated with ωB97M-V with the def2-TZVPD basis set.

## Properties
Strongest force on any atom in hartree/bohr: 0.0713
E_HOMO in eV: -10.37
Gap between HOMO and LUMO in eV: 10.9590
LUMO level in eV: 0.586
Charge: 0
SMILES: NC(=O)N(O)S(N)(=O)=O
Multiplicity: 1
ΔE to the lowest compared entry with this formula, charge and spin in eV: 0.611
Molecular weight in g/mol: 155.1

Geometry as XYZ:
```
14
Properties=species:S:1:pos:R:3:forces:R:3
N 1.5726 -0.4994 -0.9366 1.2233 0.3969 -0.2209
C 1.0442 0.2949 -0.0528 -1.5671 0.9503 3.1737
O 1.3125 1.3644 0.4102 0.5193 0.1771 -0.5871
N -0.2202 -0.3722 0.7102 1.8765 0.5257 -1.4522
O -0.0985 -1.7608 0.3453 0.0422 0.2353 0.1779
S -1.5740 0.1461 -0.1974 -0.2183 1.2501 -2.9335
N -2.0630 1.7083 0.1669 1.2522 0.5335 -1.6965
O -2.6183 -0.7374 0.2175 0.1355 -0.0429 -0.0364
O -1.1233 0.2369 -1.5972 -1.2030 -0.3673 1.8022
H 0.9478 -1.1719 -1.2389 -0.9304 -1.9059 -0.8887
H 2.4961 -0.4596 -1.3203 0.0617 0.5533 0.0293
H -0.9449 -2.1397 0.5664 -0.8020 -0.3868 0.3569
H -1.7087 2.4340 -0.5378 -0.4500 -1.8858 1.0287
H -1.7649 2.0439 1.0528 0.0600 -0.0337 1.2464
```
Positions in Å, forces in eV/Å.



Record 2
Below is CH5N3OS in the gas phase in a non-equilibrium geometry, with properties calculated with ωB97M-V with the def2-TZVPD basis set.

## Properties
Strongest force on any atom in hartree/bohr: 0.1117
E_HOMO in eV: -9.24
Gap between HOMO and LUMO in eV: 8.9352
LUMO level in eV: -0.301
Charge: 0
SMILES: [H]/N=C(/NO)NS
Multiplicity: 1
ΔE to the lowest compared entry with this formula, charge and spin in eV: 3.747
Molecular weight in g/mol: 107.1

Geometry as XYZ:
```
11
Properties=species:S:1:pos:R:3:forces:R:3
H 1.3469 1.5976 0.2406 -0.6844 0.4833 -0.2644
N 0.3226 1.6475 0.1381 -1.2803 -4.7799 -2.9178
C -0.0533 0.4554 -0.5032 -1.0567 3.8696 3.9590
N -1.4923 0.2358 -0.5687 2.7837 -4.3097 -0.4109
O -1.8388 -0.9134 0.3539 0.1710 1.9850 -0.3131
N 0.7292 -0.6099 -0.8894 3.0406 1.6098 1.4760
S 2.4448 -0.2554 -0.0123 -3.0462 -3.8544 0.9111
H -1.9920 1.0239 -0.3561 -1.3452 2.2870 1.1278
H -1.9040 -0.5619 1.2851 0.3420 -0.0686 -1.3169
H 0.4046 -1.5867 -0.9551 0.1029 1.0152 0.3796
H 2.0322 -1.0329 1.2669 0.9728 1.7628 -2.6305
```
Positions in Å, forces in eV/Å.